(1)
DFT (the ωB97M-V functional and the def2-TZVPD basis) results for a structure of composition C45H42CoF3N6O4S2 in a non-equilibrium geometry.

Geometry as XYZ:
```
103
Properties=species:S:1:pos:R:3:lowdin_charge:R:1
Co 0.0000 0.0000 0.0000 0.36
C 3.8173 3.1246 -3.7543 0.01
C 4.1697 1.8262 -3.0325 -0.60
C 5.5833 1.3899 -3.4020 0.00
O 3.2713 0.8116 -3.4455 -0.03
C 2.2929 0.7027 -2.3708 -0.10
C 3.0320 1.2262 -1.1160 -0.09
O 4.1308 2.0421 -1.6313 -0.03
C 2.1777 2.0604 -0.0508 -0.38
O 1.0478 1.3910 0.1691 -0.25
C 1.8339 3.4870 -0.6052 -0.06
C 2.7542 4.5468 -0.4757 -0.01
C 2.4796 5.8246 -0.9748 -0.08
C 1.2775 6.0738 -1.6311 -0.10
C 0.3546 5.0442 -1.7907 -0.07
C 0.6325 3.7697 -1.2867 -0.13
C 2.8935 2.1841 1.3460 -0.09
C 4.2604 1.9008 1.5285 -0.03
C 4.8804 2.0508 2.7754 -0.09
C 4.1503 2.4936 3.8739 -0.12
C 2.7993 2.7941 3.7254 -0.09
C 2.1859 2.6483 2.4772 -0.01
C 1.6937 -0.7842 -2.2999 -0.39
O 0.8033 -0.8302 -1.3102 -0.26
C 0.8692 -1.1290 -3.5952 -0.07
C 0.0129 -0.1771 -4.1888 -0.03
C -0.7280 -0.4614 -5.3410 -0.09
C -0.6467 -1.7188 -5.9287 -0.12
C 0.1526 -2.6971 -5.3436 -0.09
C 0.8842 -2.4088 -4.1847 -0.03
C 2.8492 -1.8163 -2.0238 -0.10
C 3.8528 -2.0423 -2.9887 -0.04
C 4.8908 -2.9558 -2.7754 -0.09
C 4.9554 -3.6727 -1.5842 -0.11
C 3.9857 -3.4689 -0.6071 -0.08
C 2.9529 -2.5513 -0.8247 -0.03
H 3.8924 3.0066 -4.8408 0.09
H 4.4657 3.9475 -3.4359 0.09
H 2.7856 3.4224 -3.5423 0.08
H 5.6712 1.1811 -4.4735 0.09
H 5.8497 0.4694 -2.8699 0.08
H 6.3217 2.1479 -3.1200 0.08
H 1.5143 1.4248 -2.6337 0.13
H 3.5140 0.3764 -0.6178 0.15
H 3.7050 4.3618 0.0160 0.12
H 3.2130 6.6128 -0.8491 0.09
H 1.0622 7.0617 -2.0208 0.09
H -0.5846 5.2131 -2.3054 0.10
H -0.0920 2.9663 -1.4207 0.08
H 4.8598 1.5555 0.6935 0.10
H 5.9330 1.8086 2.8748 0.09
H 4.6273 2.5952 4.8419 0.09
H 2.2083 3.1275 4.5700 0.09
H 1.1258 2.8702 2.3626 0.10
H -0.1130 0.7903 -3.7099 0.08
H -1.3791 0.3025 -5.7514 0.09
H -1.2250 -1.9435 -6.8164 0.09
H 0.2022 -3.6931 -5.7681 0.09
H 1.4611 -3.2026 -3.7191 0.11
H 3.8093 -1.4959 -3.9273 0.12
H 5.6424 -3.0957 -3.5440 0.09
H 5.7587 -4.3793 -1.4127 0.09
H 4.0209 -4.0064 0.3339 0.10
H 2.2116 -2.3863 -0.0428 0.07
N -0.8762 3.3550 0.1862 0.09
C -1.2127 2.4918 1.1577 -0.65
N -0.9059 1.2203 1.1201 -0.01
C -1.3851 0.5966 2.2493 -0.31
C -2.0433 1.3991 3.1533 -0.36
S -2.0636 3.0087 2.5601 1.03
C -1.1189 -0.8292 2.3225 -0.32
C -1.4607 -1.7210 3.3136 -0.33
S -0.8895 -3.2803 2.8833 1.05
C -0.2559 -2.6335 1.4210 -0.70
N -0.4266 -1.3473 1.2519 -0.17
N 0.3865 -3.4094 0.5336 0.07
H -0.1673 3.0199 -0.4571 -0.06
H -0.7999 4.3353 0.4233 0.12
H -2.4975 1.1390 4.0972 0.06
H -1.9954 -1.5497 4.2354 0.07
H 0.8061 -4.2679 0.8652 0.14
H 0.9390 -2.9071 -0.1528 0.05
C -2.5089 2.2496 -2.9636 -0.02
C -1.6915 1.5169 -1.9982 -0.12
N -1.0427 0.9352 -1.2320 0.19
H -2.7251 1.6303 -3.8392 0.08
H -1.9925 3.1518 -3.3045 0.08
H -3.4610 2.5512 -2.5171 0.09
F -5.1937 -4.4763 0.4431 0.09
C -4.0143 -4.7256 -0.1908 -0.56
F -4.3417 -5.0721 -1.4661 0.10
F -3.5115 -5.8521 0.3854 0.10
C -3.0479 -3.5736 -0.1387 -0.18
C -3.3735 -2.3782 0.5109 -0.01
C -2.4399 -1.3553 0.5232 -0.13
N -1.2256 -1.4437 -0.0586 -0.10
C -0.9271 -2.6031 -0.6809 -0.19
C -1.7923 -3.6821 -0.7476 0.00
H -4.3342 -2.2418 0.9991 0.11
H -2.6496 -0.4096 1.0156 0.11
H 0.0573 -2.6429 -1.1391 0.10
H -1.4932 -4.5897 -1.2641 0.12
H 0.8912 -0.7993 1.0529 0.19
```

Output
<S²> = 4.04
Highest occupied orbital energy (alpha / beta) = -1.763 / -3.468 eV
Frontier orbital gap (alpha / beta) = 3.9 / 5.6 eV
Multiplicity = 4
F_max = 7.75 eV/A
Charge = -1
LUMO energy (alpha / beta) = 2.162 / 2.155 eV

=====

(2)
DFT (the ωB97M-V functional and the def2-TZVPD basis) results for a structure of composition C45H42IrN8S6.

Geometry as XYZ:
```
102
Properties=species:S:1:pos:R:3:lowdin_charge:R:1
Ir 1.4632 0.6768 -1.6048 1.27
C 4.3419 -1.5143 -1.0826 -0.06
C 4.5104 -0.0417 -1.2326 -0.63
N 3.5631 0.8369 -1.5079 -0.16
C 4.0421 2.1385 -1.5498 -0.32
C 5.3780 2.2395 -1.3578 -0.26
S 6.0412 0.6912 -1.0715 1.21
C 3.0243 3.1555 -1.7358 -0.31
C 3.1346 4.4888 -1.9057 -0.26
S 1.5841 5.1890 -2.0600 1.24
C 0.8258 3.6877 -1.8788 -0.57
N 1.7016 2.6960 -1.7234 -0.11
C -0.6528 3.5840 -1.8985 -0.06
H 3.2885 -1.7778 -1.0467 0.03
H 4.8233 -1.8489 -0.1633 0.10
H 4.8176 -2.0402 -1.9132 0.10
H 5.9922 3.1267 -1.3399 0.11
H 4.0325 5.0839 -1.9669 0.11
H -1.0902 4.5450 -2.1625 0.10
H -1.0151 3.2944 -0.9100 0.07
H -0.9778 2.8280 -2.6119 0.09
N -0.5392 0.5912 -1.5818 -0.47
S -1.8177 0.3555 -0.8788 0.81
N -1.8371 -0.1966 0.6375 -0.35
S -1.1258 -1.4204 1.2516 0.94
N 0.2232 -1.1063 2.0076 -0.36
S 1.2399 0.0409 1.5996 0.87
N 1.8283 0.0695 0.1811 -0.38
C 0.5889 1.5878 2.1738 -0.32
C -0.2095 1.5663 3.3133 -0.05
C -0.6001 2.7739 3.8715 -0.02
C -0.1970 3.9728 3.2945 -0.02
C 0.6114 3.9741 2.1646 -0.03
C 1.0234 2.7750 1.6021 -0.07
C 2.5956 -0.3324 2.6631 -0.31
C 3.8100 0.2776 2.3644 -0.07
C 4.8704 0.1010 3.2361 -0.03
C 4.7067 -0.6684 4.3835 -0.01
C 3.4828 -1.2600 4.6688 -0.02
C 2.4058 -1.0912 3.8121 -0.04
C -0.7879 -2.7552 0.1454 -0.32
C -1.8764 -3.3854 -0.4545 -0.05
C -1.6404 -4.4834 -1.2625 -0.02
C -0.3421 -4.9492 -1.4434 -0.02
C 0.7286 -4.3243 -0.8158 -0.04
C 0.5125 -3.2238 0.0004 -0.07
C -2.1939 -2.0558 2.4830 -0.33
C -3.3394 -1.3472 2.8243 -0.05
C -4.1461 -1.8656 3.8260 -0.03
C -3.8033 -3.0575 4.4515 -0.01
C -2.6505 -3.7498 4.0891 -0.02
C -1.8289 -3.2535 3.0939 -0.04
C -2.8440 1.7854 -0.6635 -0.35
C -2.8424 2.4933 0.5299 -0.08
C -3.5644 3.6756 0.5993 -0.03
C -4.2718 4.1321 -0.5064 -0.02
C -4.2612 3.4108 -1.6952 -0.02
C -3.5461 2.2268 -1.7809 -0.06
C -2.8644 -0.7350 -1.8032 -0.36
C -2.4265 -1.2128 -3.0262 -0.07
C -3.2545 -2.0725 -3.7369 -0.04
C -4.4927 -2.4295 -3.2219 -0.02
C -4.9264 -1.9203 -1.9992 -0.03
C -4.1129 -1.0622 -1.2809 -0.07
H -0.5061 0.6314 3.7710 0.12
H -1.2104 2.7780 4.7648 0.13
H -0.4964 4.9114 3.7424 0.13
H 0.9461 4.9129 1.7428 0.12
H 1.7080 2.7689 0.7648 0.09
H 3.9168 0.8835 1.4733 0.09
H 5.8240 0.5686 3.0313 0.12
H 5.5375 -0.8021 5.0633 0.13
H 3.3636 -1.8537 5.5648 0.13
H 1.4519 -1.5478 4.0323 0.11
H -2.8890 -3.0491 -0.2743 0.12
H -2.4728 -4.9940 -1.7276 0.13
H -0.1693 -5.8277 -2.0514 0.13
H 1.7287 -4.7225 -0.9259 0.12
H 1.3288 -2.7717 0.5465 0.10
H -3.5922 -0.4209 2.3269 0.11
H -5.0444 -1.3388 4.1174 0.13
H -4.4405 -3.4549 5.2304 0.13
H -2.3987 -4.6800 4.5796 0.13
H -0.9372 -3.7915 2.7960 0.13
H -2.3078 2.1254 1.3940 0.09
H -3.5936 4.2323 1.5266 0.12
H -4.8525 5.0423 -0.4360 0.13
H -4.8276 3.7601 -2.5479 0.13
H -3.5576 1.6512 -2.6985 0.13
H -1.4599 -0.9138 -3.4074 0.06
H -2.9413 -2.4521 -4.7001 0.12
H -5.1368 -3.0943 -3.7822 0.13
H -5.9038 -2.1835 -1.6177 0.13
H -4.4471 -0.6523 -0.3350 0.13
N 3.5939 -0.2473 -4.5147 0.18
C 2.5465 -1.0465 -4.4590 -0.75
N 2.3256 -1.8911 -5.4459 0.16
S 1.3151 -1.0749 -3.2024 0.71
H 4.2175 -0.2505 -5.3105 0.15
H 3.7957 0.3787 -3.7570 0.08
H 2.9555 -1.9797 -6.2327 0.15
H 1.5165 -2.4942 -5.4352 0.12
```

Output
Energy relative to the best compared isomer or geometry (same formula, charge and spin) = 0.0 kcal/mol
<S²> = 0.76
Highest occupied orbital energy (alpha / beta) = -18.262 / -18.250 eV
Frontier orbital gap (alpha / beta) = 6.1 / 6.0 eV
Multiplicity = 2
F_max = 0.52 eV/A
Charge = +4
LUMO energy (alpha / beta) = -12.201 / -12.298 eV

=====

(3)
DFT (the ωB97M-V functional and the def2-TZVPD basis) results for a structure of composition C45H42N13O4PS2V.

Geometry as XYZ:
```
108
Properties=species:S:1:pos:R:3:lowdin_charge:R:1
V 0.0163 -0.5259 -0.2605 0.79
C -0.4208 -2.1597 3.9251 -0.09
C -0.7070 -1.7228 2.6310 -0.13
N 0.2196 -1.1498 1.8775 0.03
C 1.4518 -1.0384 2.4114 -0.20
C 1.7056 -1.4482 3.7047 -0.06
N 0.7709 -2.0093 4.4690 0.13
C 2.4512 -0.3865 1.5502 -0.19
C 3.8068 -0.3183 1.8185 0.06
C 4.6373 0.3733 0.9415 -0.11
C 4.0524 1.0540 -0.1254 0.08
C 2.6900 0.9463 -0.3192 -0.17
N 1.9250 0.1815 0.4641 0.07
C 1.8983 1.7118 -1.3003 -0.18
C 2.3958 2.6895 -2.1548 -0.03
N 1.6011 3.4026 -2.9373 0.12
C 0.2978 3.1401 -2.8791 -0.08
C -0.2120 2.1539 -2.0510 -0.07
N 0.5924 1.4477 -1.2588 0.05
C 6.1023 0.3982 1.1443 -0.18
C 6.9660 0.2930 0.0605 -0.01
C 8.3328 0.3033 0.2968 -0.12
N 8.8681 0.4188 1.5078 0.08
C 8.0362 0.5235 2.5395 -0.12
C 6.6552 0.5127 2.4144 -0.01
H -1.1896 -2.6402 4.5162 0.12
H -1.6951 -1.8467 2.2169 0.09
H 2.6835 -1.3151 4.1498 0.12
H 4.2257 -0.8349 2.6701 0.12
H 4.6579 1.6653 -0.7787 0.13
H 3.4564 2.8998 -2.2086 0.12
H -0.3592 3.7139 -3.5195 0.12
H -1.2663 1.9021 -2.0480 0.12
H 6.5889 0.1724 -0.9469 0.12
H 9.0293 0.2106 -0.5284 0.11
H 8.4944 0.6234 3.5166 0.11
H 6.0317 0.6200 3.2926 0.12
N -2.6248 2.3954 1.4831 0.06
C -1.3796 2.1005 1.1180 -0.10
N -1.3716 0.8868 0.5998 0.05
C -2.6749 0.4871 0.6793 -0.28
N -3.4691 1.3795 1.2114 0.17
C -3.0180 -0.8338 0.1697 -0.21
C -4.3015 -1.3257 0.0839 -0.03
N -4.5465 -2.5259 -0.4445 0.13
C -3.5036 -3.2082 -0.8772 -0.07
C -2.1969 -2.7234 -0.7860 -0.17
N -1.9556 -1.5336 -0.2637 0.04
H -2.9739 3.2389 1.9096 0.17
H -0.5354 2.7591 1.2370 0.15
H -5.1420 -0.7407 0.4343 0.13
H -3.6866 -4.1837 -1.3102 0.13
H -1.3461 -3.2839 -1.1424 0.03
O 2.0453 -0.7397 -2.7052 0.01
C 0.9018 -0.7719 -3.1299 -0.58
N 0.5276 -0.7537 -4.4381 0.18
C -0.9148 -0.7283 -4.5978 -0.26
C -1.3368 -0.6186 -3.1093 -0.44
O -2.4740 -0.3910 -2.7385 0.08
N -0.2351 -0.7295 -2.3207 0.01
C -1.4100 -2.0147 -5.2462 -0.14
C -1.7379 -3.1290 -4.4843 -0.01
C -2.0935 -4.3227 -5.0952 -0.07
C -2.1225 -4.4128 -6.4787 -0.08
C -1.7954 -3.3043 -7.2468 -0.06
C -1.4441 -2.1111 -6.6341 -0.02
C -1.4027 0.5232 -5.3172 -0.16
C -0.5250 1.5211 -5.7191 -0.05
C -1.0031 2.6680 -6.3451 -0.09
C -2.3615 2.8262 -6.5625 -0.08
C -3.2435 1.8298 -6.1585 -0.06
C -2.7686 0.6843 -5.5438 -0.02
H 1.1668 -1.0406 -5.1603 0.17
H -1.7183 -3.0687 -3.4037 0.09
H -2.3513 -5.1822 -4.4893 0.10
H -2.4030 -5.3415 -6.9576 0.11
H -1.8206 -3.3667 -8.3267 0.11
H -1.2072 -1.2439 -7.2392 0.12
H 0.5376 1.4055 -5.5489 0.11
H -0.3071 3.4320 -6.6680 0.11
H -2.7343 3.7156 -7.0535 0.11
H -4.3057 1.9446 -6.3307 0.11
H -3.4564 -0.0907 -5.2321 0.13
C 2.5128 -5.7152 -2.2321 -0.05
C 1.4339 -6.1435 -1.2586 -0.42
C 0.0371 -5.9473 -1.8147 -0.08
O 1.6772 -5.4704 0.0142 -0.32
P 0.9515 -4.2397 0.7040 -0.05
S -0.8305 -4.6284 1.3816 0.37
S 1.1761 -2.7147 -0.6467 0.52
O 1.9088 -3.9673 1.9463 -0.33
C 3.3389 -4.1951 2.0995 -0.42
C 3.5754 -5.6312 2.5208 -0.03
C 4.1593 -3.7836 0.8918 -0.05
H 2.4187 -6.2850 -3.1576 0.09
H 3.5035 -5.9013 -1.8175 0.08
H 2.4200 -4.6532 -2.4628 0.06
H 1.5643 -7.1956 -1.0022 0.15
H -0.1126 -4.9155 -2.1384 0.04
H -0.7257 -6.2165 -1.0869 0.06
H -0.0691 -6.5902 -2.6900 0.09
H 3.5872 -3.5372 2.9377 0.13
H 3.3419 -6.3109 1.7029 0.08
H 2.9519 -5.8840 3.3773 0.09
H 4.6218 -5.7648 2.7996 0.09
H 3.9892 -4.4554 0.0526 0.07
H 5.2165 -3.8302 1.1602 0.09
H 3.9229 -2.7715 0.5655 0.05
```

Output
Energy relative to the best compared isomer or geometry (same formula, charge and spin) = 9.8 kcal/mol
<S²> = 2.02
Highest occupied orbital energy (alpha / beta) = -10.260 / -10.287 eV
Frontier orbital gap (alpha / beta) = 6.6 / 6.4 eV
Multiplicity = 3
F_max = 0.14 eV/A
Charge = +1
LUMO energy (alpha / beta) = -3.646 / -3.856 eV

=====

(4)
DFT (the ωB97M-V functional and the def2-TZVPD basis) results for a structure of composition C45H43AsCrN4O4PS3 in a non-equilibrium geometry.

Geometry as XYZ:
```
102
Properties=species:S:1:pos:R:3:lowdin_charge:R:1
Cr 0.6221 0.0880 1.0007 0.40
O -0.3453 0.4880 2.5929 -0.34
N -1.4588 -0.0155 3.1324 -0.15
C -1.6035 -0.0242 4.4906 -0.02
C -2.8226 -0.2554 5.0568 -0.09
C -3.9351 -0.4982 4.2410 -0.07
C -3.7386 -0.6100 2.8646 -0.10
C -2.4842 -0.4241 2.3025 -0.66
S -2.1028 -0.6390 0.6606 0.75
H -0.7076 0.2078 5.0389 0.12
H -2.9151 -0.2424 6.1325 0.10
H -4.9171 -0.6190 4.6743 0.09
H -4.5547 -0.8469 2.2002 0.10
O 2.1368 -0.5004 0.0950 -0.29
N 2.8981 -1.5456 0.3096 -0.18
C 4.1198 -1.6236 -0.3040 0.00
C 4.9378 -2.6997 -0.1112 -0.09
C 4.5129 -3.7567 0.7009 -0.08
C 3.2682 -3.6556 1.3289 -0.10
C 2.4691 -2.5396 1.1689 -0.66
S 0.9615 -2.2704 1.9368 0.70
H 4.3607 -0.7716 -0.9164 0.14
H 5.9041 -2.7308 -0.5914 0.10
H 5.1331 -4.6297 0.8423 0.09
H 2.9069 -4.4363 1.9778 0.10
C -0.1282 0.0923 -4.4028 -0.41
C 0.8763 -0.8931 -4.9666 -0.47
As 1.1451 -0.5668 -6.9213 1.22
C 1.4665 -2.4275 -7.4555 -0.42
C 2.1867 -3.3345 -6.6728 -0.13
C 2.4658 -4.6041 -7.1295 -0.12
C 2.0561 -5.0044 -8.4002 -0.12
C 1.3880 -4.0925 -9.2140 -0.12
C 1.1142 -2.8251 -8.7545 -0.14
C -0.7380 -0.5502 -7.4400 -0.51
C -1.3011 0.5652 -8.0595 -0.21
C -2.6588 0.6497 -8.2861 -0.19
C -3.5021 -0.3845 -7.8701 -0.19
C -2.9559 -1.4985 -7.2474 -0.16
C -1.5977 -1.5876 -7.0394 -0.20
P -0.4772 -0.1283 -2.5510 1.13
C -2.2332 0.3643 -2.6940 -0.39
C -2.5164 1.6241 -3.2182 -0.11
C -3.8219 2.0391 -3.3957 -0.10
C -4.8668 1.2129 -3.0153 -0.11
C -4.5913 -0.0162 -2.4401 -0.10
C -3.2857 -0.4423 -2.2797 -0.17
C -0.6057 -1.9566 -2.6470 -0.38
C 0.3944 -2.6768 -2.0042 -0.10
C 0.5000 -4.0462 -2.1637 -0.09
C -0.4015 -4.7140 -2.9757 -0.10
C -1.4064 -4.0039 -3.6154 -0.09
C -1.5112 -2.6357 -3.4580 -0.11
H -1.0767 -0.0033 -4.9426 0.06
H 0.2375 1.1154 -4.5500 0.07
H 0.5202 -1.9187 -4.8487 0.04
H 1.8331 -0.8057 -4.4423 0.06
H 2.4996 -3.0434 -5.6762 0.09
H 3.0008 -5.3009 -6.4961 0.09
H 2.2638 -6.0054 -8.7542 0.08
H 1.0848 -4.3867 -10.2129 0.09
H 0.5765 -2.1196 -9.3833 0.09
H -0.6459 1.3768 -8.3689 0.07
H -3.0791 1.5203 -8.7753 0.06
H -4.5702 -0.3115 -8.0242 0.05
H -3.6060 -2.2994 -6.9150 0.08
H -1.1759 -2.4669 -6.5664 0.08
H -1.6984 2.2767 -3.4895 0.10
H -4.0335 3.0048 -3.8381 0.09
H -5.8922 1.5345 -3.1489 0.09
H -5.4079 -0.6450 -2.1122 0.09
H -3.0825 -1.3974 -1.8216 0.06
H 1.1000 -2.1405 -1.3878 0.07
H 1.2876 -4.5910 -1.6627 0.09
H -0.3189 -5.7837 -3.1225 0.09
H -2.1068 -4.5217 -4.2570 0.10
H -2.2798 -2.0884 -3.9858 0.10
N 1.3575 4.1427 0.3937 0.05
C 0.7852 3.1074 1.2667 -0.84
S 2.1067 2.1984 2.0811 0.60
N -0.1247 3.8282 2.1270 0.05
C -0.6554 3.5278 3.3596 -0.27
C -1.9646 3.9449 3.6356 -0.05
C -2.5356 3.7427 4.8757 -0.12
C -1.8192 3.1200 5.8823 -0.15
C -0.5123 2.7299 5.6284 -0.13
C 0.0726 2.9328 4.3948 -0.06
H 2.3076 3.8678 0.1718 0.04
H 0.8393 4.1886 -0.4800 0.07
H -0.7258 4.4177 1.5673 0.11
H -2.5448 4.4329 2.8618 0.10
H -3.5522 4.0727 5.0485 0.09
H -2.2771 2.9362 6.8457 0.08
H 0.0649 2.2696 6.4214 0.10
H 1.0877 2.6267 4.2009 0.02
C -2.2657 2.6209 0.5106 -0.10
O -1.1190 2.3478 -0.2570 -0.08
C 0.1165 2.0893 0.3108 -0.55
O 0.8814 1.5088 -0.4945 -0.12
H -2.5056 3.6911 0.4404 0.09
H -2.1554 2.3283 1.5553 0.07
H -3.0877 2.0512 0.0697 0.08
```

Output
Energy relative to the best compared isomer or geometry (same formula, charge and spin) = 72.0 kcal/mol
<S²> = 8.78
Highest occupied orbital energy (alpha / beta) = 1.765 / -2.610 eV
Frontier orbital gap (alpha / beta) = 2.1 / 6.5 eV
Multiplicity = 6
F_max = 4.10 eV/A
Charge = -2
LUMO energy (alpha / beta) = 3.907 / 3.903 eV

=====

What is the <S²> in the fourth record?
8.78